The following is a quantum chemistry calculation of the molecule C3H12N4O, from the OMol25 dataset.

The net charge is 0. For the HOMO energy, the calculation gives -8.2917 eV. The calculation puts the total energy at -11309.7287 eV. The LUMO energy is 0.90 eV. The energy relative to the best compared isomer or geometry (same formula, charge and spin) comes out at 107.9 kcal per mole. The value obtained for the HOMO-LUMO gap is 9.19 eV.

The geometry in XYZ format:
```
20
Properties=species:S:1:pos:R:3:forces:R:3
C -1.678 -0.100 -1.638 -0.08 0.15 0.25
N -0.892 0.432 -0.538 0.42 -0.33 0.30
N -1.276 1.705 -0.028 0.01 -0.24 -0.06
C -0.528 -0.660 0.718 0.18 0.08 -0.86
O -0.765 -1.836 0.473 0.00 0.22 0.05
N 1.124 -0.198 0.460 -1.14 0.55 -0.63
C 2.104 -1.254 0.253 -0.12 0.17 0.15
N 1.615 0.851 1.303 0.12 -0.20 -0.01
H -1.394 -1.143 -1.774 -0.09 0.00 0.03
H -1.461 0.461 -2.552 -0.05 -0.06 0.04
H -2.752 -0.033 -1.427 0.00 -0.10 -0.03
H -1.117 2.415 -0.740 -0.02 -0.12 0.05
H -2.273 1.704 0.185 0.04 0.00 -0.03
H -0.845 -0.121 1.632 0.24 0.03 -0.04
H 0.486 0.268 -0.508 0.71 0.01 0.98
H 2.944 -0.852 -0.314 0.02 -0.03 0.06
H 1.637 -2.061 -0.306 -0.11 0.01 0.07
H 2.467 -1.643 1.209 -0.04 0.00 -0.05
H 0.901 1.574 1.335 -0.03 -0.07 -0.13
H 1.702 0.492 2.255 -0.06 -0.07 -0.13
```
Forces are in eV/Å.

Mulliken atomic charge list, values in e, 2 entries: number 1, C, carries -0.93; number 2, N, carries 0.05